Entry 1:
48
Properties=species:S:1:pos:R:3 method="wB97M-V/def2-TZVPD" e_homo_ev=-8.972 lumo_ev=0.2 energy_ha=-1087.63383 homo_lumo_gap_ev=9.19 smiles=NCN[C@@H](CN)CO.O.O.O.O.O.O.O.O.O
N 1.63430 0.24369 2.26885
C 0.66901 -0.59861 1.57213
N -0.54206 0.14700 1.18800
C -1.40208 -0.72769 0.33082
C -2.71929 0.03565 0.17350
N -3.62872 -0.62339 -0.79717
C -0.55187 -1.03123 -0.95234
O -1.36555 -1.46301 -2.03058
H 1.74671 1.14684 1.83237
H 1.32058 0.34988 3.22136
H 0.37360 -1.38843 2.24851
H 1.14242 -1.04031 0.69604
H -0.33169 0.90586 0.54096
H -1.50246 -1.68811 0.83576
H -2.54810 1.05466 -0.19250
H -3.05185 0.24225 1.19518
H -3.88062 -1.52012 -0.38943
H -4.48669 -0.07830 -0.80859
H -0.21693 -0.04904 -1.23177
H 0.10508 -1.87725 -0.80717
H -2.29868 -1.21579 -2.03315
O -0.27151 -3.47270 1.82491
H -0.32039 -4.16304 1.16007
H -0.49164 -3.80165 2.69733
O -0.02142 2.42947 -0.59844
H -0.61714 3.07897 -0.98496
H 0.62507 2.13632 -1.27716
O 1.45753 -0.76496 -2.90692
H 1.20558 -1.59727 -2.50145
H 0.80860 -0.63999 -3.60785
O 1.27658 3.50281 1.49198
H 1.39591 4.33252 1.00923
H 0.50084 3.19806 0.96488
O -2.04015 2.02225 -2.92069
H -2.85857 1.54338 -3.07638
H -1.38707 1.35875 -2.67651
O 3.42323 -3.01719 1.21775
H 3.33126 -2.53544 2.04841
H 2.80711 -2.55309 0.64102
O -1.79390 2.14995 3.09202
H -1.03875 2.70068 2.85334
H -1.65959 1.37799 2.51430
O 3.29970 -0.86856 -0.39505
H 4.22356 -1.11921 -0.52054
H 3.33359 -0.57470 0.52870
O 2.04523 1.81298 -2.23981
H 2.09014 1.75501 -3.20025
H 2.21114 0.88408 -1.99873

***

Entry 2:
49
Properties=species:S:1:pos:R:3 method="wB97M-V/def2-TZVPD" multiplicity=2 e_homo_ev="-13.312 / -13.312" lumo_ev="-4.0 / -9.0" total_charge=+1 s2=0.771 energy_ha=-1203.54857 homo_lumo_gap_ev="9.28 / 4.36"
O 1.21405 -0.73475 -4.17987
C 0.56160 -1.40139 -3.39636
N -0.52615 -0.77072 -2.84298
C -1.37872 -1.46343 -1.93519
C -0.78890 -1.23591 -0.46689
C -1.23570 -0.04412 0.37552
O -2.27981 -0.34343 1.26845
H 0.80018 -2.44815 -3.21475
H -0.70949 0.21888 -3.02198
H -2.37219 -1.04341 -1.97110
H -1.42248 -2.52530 -2.16008
H 0.29771 -1.17633 -0.54476
H -0.95764 -2.21002 0.00399
H -0.42137 0.33670 0.98018
H -1.57438 0.69955 -0.36884
H -3.08239 -0.82896 0.98093
H 2.87382 1.48118 0.24026
H 2.53512 1.60791 1.82913
O 3.16623 1.28161 1.14308
H 1.98101 -1.51359 2.54249
H 1.33789 -2.73567 3.05580
O 1.10128 -1.82604 2.82414
H 4.15710 -1.61652 0.91075
H 3.15951 -0.39695 0.73222
O 3.22654 -1.38613 0.79614
H -4.09573 -1.35627 -1.12349
H -4.74005 -0.33361 -0.23048
O -4.48883 -1.26624 -0.25391
H 1.12968 1.28033 -3.84807
H -0.11795 2.01748 -4.28095
O 0.40526 1.82160 -3.49264
H -3.70162 1.83987 1.13362
H -2.59258 2.01330 0.24044
O -3.51386 2.31896 0.30950
H 1.56627 1.93169 -1.81568
H 2.57757 3.07561 -1.41090
O 1.89340 2.47657 -1.09467
H 0.93764 1.40734 3.50596
H 0.59615 2.51126 2.54276
O 1.34856 2.17316 3.05171
H -0.09291 -0.69258 3.75734
H -1.23864 0.16291 3.33413
O -0.41511 0.21940 3.78671
H 0.29662 2.70395 0.75343
H -0.93373 3.59470 0.89362
O -0.62855 2.71030 1.04165
H 2.56475 -2.92444 0.07877
H 1.40862 -3.96089 -0.00936
O 2.17224 -3.64943 -0.44980

***

Entry 3:
49
Properties=species:S:1:pos:R:3 method="wB97M-V/def2-TZVPD" multiplicity=2 e_homo_ev="-9.887 / -9.886" lumo_ev="-3.2 / -6.9" s2=0.757 energy_ha=-1224.16990 homo_lumo_gap_ev="6.68 / 2.97"
O -0.88650 3.63233 2.28805
C -0.50079 3.40677 1.17764
C -0.15968 1.94700 0.91850
C -0.17220 1.74870 -0.61033
C -0.56505 0.33420 -1.00248
O -2.00894 0.27502 -0.89615
H -0.53959 4.22923 0.44024
H -0.93052 1.27565 1.30517
H 0.83228 1.78968 1.35090
H -0.66729 2.57138 -1.11921
H 0.85429 1.92707 -0.96143
H -0.46122 -0.05791 -2.01595
H -0.06005 -0.38028 -0.33921
H 2.98428 -0.51229 1.33820
H 2.49234 0.78099 0.67637
O 2.85311 0.42684 1.47981
H -0.05128 -3.15049 1.23605
H 1.27210 -3.63114 0.13112
O 0.89528 -2.72968 0.04512
H -2.36805 0.63229 3.51592
H -2.67918 -0.90715 3.27444
O -2.19721 -0.26063 3.83794
H -0.48326 2.60546 -2.50726
H 0.65399 2.23307 -3.48682
O -0.13315 2.82281 -3.37708
H -1.68563 -1.78270 1.52819
H -0.09229 -3.10644 2.81913
O -0.67697 -3.11086 2.04053
H 2.72457 0.75894 -3.27072
H 1.77360 0.53704 -2.12764
O 2.11525 1.23073 -2.70269
H 3.56004 -2.33899 -0.18326
H 2.11749 -2.05666 -0.18041
O 3.05651 -1.54142 -0.37210
H -2.28255 -0.08203 -0.02400
H -2.89800 -1.92439 0.64778
O -2.45076 -1.25751 1.18611
H 1.16437 0.03766 3.07650
H -0.10338 0.23017 3.93279
O 0.82454 -0.01955 3.97185
H 0.13907 -2.86664 -1.31267
H -1.02055 -2.70728 -2.31088
O -0.14817 -3.10936 -2.26550
H 2.51454 -1.57186 -2.37067
H 1.13541 -2.07570 -2.89951
O 1.87212 -1.44111 -3.10022
H -3.97372 2.55738 -0.98165
H -2.60471 1.87004 -0.90124
O -3.03449 2.76164 -0.89929

***

Entry 4:
50
Properties=species:S:1:pos:R:3 method="wB97M-V/def2-TZVPD" e_homo_ev=-9.002 lumo_ev=0.1 energy_ha=-1183.96493 homo_lumo_gap_ev=9.15 smiles="NCC[C@@H](N)C=O.O.O.O.O.O.O.O.O.O.O.O"
N 2.49199 1.18029 -2.87903
C 2.18831 1.71902 -1.54444
C 0.68466 1.58539 -1.17968
C 0.47840 0.30248 -0.34670
N 0.61767 0.42667 1.08667
C -0.84810 -0.37942 -0.62514
O -1.65812 -0.51297 0.26449
H 1.79568 0.53480 -3.20530
H 2.63932 1.95180 -3.50991
H 2.55896 2.72501 -1.44748
H 2.77983 1.18046 -0.79792
H 0.10848 1.53809 -2.10051
H 0.38030 2.45423 -0.59977
H 1.25195 -0.40058 -0.67505
H 1.00402 1.29241 1.45584
H -0.30804 0.41622 1.50369
H -1.09074 -0.64331 -1.64166
O 0.02325 -1.19531 3.73799
H 0.02322 -0.68744 2.91647
H -0.86814 -1.32848 4.07437
O -1.17426 2.72975 3.00804
H -1.68226 3.40843 3.46399
H -1.71353 2.39591 2.28056
O -3.54245 0.87828 -2.35423
H -3.42900 0.91141 -1.39534
H -3.75215 -0.06238 -2.45404
O -0.96572 -0.03878 -4.01409
H -1.82691 0.39835 -3.95929
H -0.92739 -0.56549 -3.21848
O 4.00139 -0.21737 1.80482
H 4.62136 -0.56279 2.46114
H 4.57797 -0.04451 1.05198
O -0.71823 -4.59638 -1.96093
H 0.04959 -4.50595 -1.37865
H -0.98423 -3.66836 -2.01584
O 1.15251 3.37124 1.53195
H 0.60564 3.40241 2.33599
H 1.98180 3.80682 1.76833
O 0.08584 -2.88759 0.70932
H -0.34986 -3.32473 1.46063
H 0.63514 -2.33524 1.29855
O -3.44802 1.30605 1.68171
H -2.68116 0.78638 1.94775
H -3.86186 0.80336 0.97400
O -2.44061 -2.19317 -2.65550
H -2.25996 -2.36206 -3.59058
H -2.99914 -2.93742 -2.39667
O 2.36093 -2.39280 2.90123
H 2.67405 -1.52348 2.60638
H 1.75763 -2.13925 3.62036

***

Entry 5:
53
Properties=species:S:1:pos:R:3 method="wB97M-V/def2-TZVPD" e_homo_ev=-4.669 lumo_ev=2.3 total_charge=-1 energy_ha=-1658.14816 homo_lumo_gap_ev=6.94
C 0.01896 -3.24443 -1.67606
C -0.80374 -2.09045 -1.10803
C -0.41226 -0.71910 -1.67533
S 0.80222 0.19526 -0.59815
N -0.90997 -2.10556 0.34891
C 0.14456 -2.33958 1.16058
N -0.15127 -2.14014 2.53300
O 1.21360 -2.85457 0.86990
H 1.04239 -2.92632 -1.89749
H 0.03741 -4.11540 -1.03203
H -0.38059 -3.54436 -2.64842
H -1.83756 -2.24117 -1.46089
H -1.29610 -0.09631 -1.81361
H 0.03455 -0.87386 -2.65951
H -1.64140 -1.52100 0.72940
H 0.65061 -2.32093 3.10479
H -0.60000 -1.25902 2.73495
H -2.72689 4.02069 0.11592
H -1.43244 4.76304 0.72959
O -2.32252 4.46437 0.87245
H -0.01269 2.60393 2.32094
H -0.42256 1.36230 1.51489
O -0.42555 1.74172 2.40617
H -2.92600 -4.00841 -0.22535
H -1.91569 -4.38999 0.72557
O -2.09679 -4.50359 -0.20749
H -1.67151 0.74399 4.14146
H -2.67177 1.73205 3.63631
O -2.61115 0.93794 4.17612
H 3.42010 0.34079 -1.02488
H 4.76872 -0.35530 -0.57184
O 4.22051 -0.10601 -1.31352
H 2.72161 -2.13308 2.06412
H 3.63159 -2.11367 0.90804
O 3.59764 -1.79922 1.82137
H 0.01635 2.22219 -2.62881
H -0.00438 3.70088 -2.59892
O -0.38229 2.96407 -3.10829
H 2.61847 -2.95477 -0.57153
H 2.84812 -1.60340 -1.14863
O 3.32062 -2.44251 -1.00215
H -1.87471 3.28464 -2.18386
H -3.35037 3.27991 -2.32368
O -2.68437 3.21570 -1.63123
H 3.59286 2.36557 -0.99224
H 3.30894 2.85767 0.44631
O 3.59201 3.14677 -0.42653
H 0.70810 3.11630 -0.31720
H 1.98997 3.99006 -0.53160
O 1.02076 4.02305 -0.42446
H -3.61824 0.57486 1.09392
H -4.42930 -0.46548 0.35763
O -3.70855 -0.38013 0.98938

***

Entry 6:
50
Properties=species:S:1:pos:R:3 method="wB97M-V/def2-TZVPD" e_homo_ev=-9.215 lumo_ev=0.1 energy_ha=-1129.77652 homo_lumo_gap_ev=9.32 smiles=CN(C)CCO.O.O.O.O.O.O.O.O.O.O.O
C -1.97030 0.00130 -1.73222
N -0.55816 -0.24214 -1.93898
C -0.42865 -1.08994 -3.18013
C 0.22039 -0.87713 -0.89368
C 1.63524 -0.34806 -0.89866
O 2.34653 -1.03209 0.15156
H -2.39856 0.85407 -2.28114
H -2.65149 -0.70440 -2.24272
H -2.25223 0.14939 -0.68320
H 0.40506 -1.78213 -3.08800
H -0.22836 -0.30781 -3.91716
H -1.25886 -1.70371 -3.53080
H 0.23634 -1.97916 -0.91086
H -0.22179 -0.86819 0.12054
H 1.92775 0.68118 -0.72149
H 2.03116 -0.62069 -1.88455
H 2.85078 -1.83834 0.03817
O 0.73063 -4.50122 -0.95810
H 1.67215 -4.33822 -1.02499
H 0.46051 -4.39277 -0.02297
O 2.15269 3.05896 1.96702
H 1.97901 3.69691 1.25200
H 2.66704 2.34358 1.58657
O 1.56071 3.59100 -0.55999
H 2.27332 3.50061 -1.20207
H 1.14485 4.39492 -0.89320
O -1.49815 3.37998 -0.86194
H -2.06981 2.79818 -0.34563
H -0.62675 2.97610 -0.74469
O 2.38733 -0.24045 2.69139
H 2.67715 -0.97721 3.23023
H 2.47071 -0.44663 1.74094
O 1.19929 1.92348 -2.98733
H 0.87329 2.47068 -3.70483
H 0.45407 1.55278 -2.49302
O -0.41470 -3.83089 1.40615
H 0.06537 -3.10174 1.82209
H -1.28279 -3.42070 1.29200
O -2.58883 1.32121 1.34966
H -1.65491 1.52723 1.46105
H -3.05510 0.89540 2.06626
O -3.16510 -2.11953 1.02789
H -2.57922 -1.41930 1.32350
H -3.24274 -2.05044 0.07291
O 0.06740 1.57067 2.97040
H 0.73915 0.91990 2.74939
H 0.46637 2.43672 3.09147
O -0.98052 -0.98130 3.33358
H -1.89294 -0.77581 3.58210
H -0.67431 -0.05427 3.37543

***

What relative energy (zero: lowest compared OMol25 entry of this formula, charge and spin) values result from the calculations? In sequence: 1.124, 0.000, 0.000, 3.718, 1.414, 3.483 eV.